No. 1
Below is a 2-piece molecular cluster, C10H15NOS overall at a distorted geometry, with properties calculated with wB97M-V/def2-TZVPD.

Output
Relative energy (zero: lowest compared OMol25 entry of this formula, charge and spin) = 123.15 kcal/mol
HOMO level (alpha / beta) = -8.558 / -8.655 eV
LUMO energy (alpha / beta) = -1.30 / -0.20 eV
Kohn-Sham gap (alpha / beta) = 7.26 / 8.46 eV

XYZ file:
```
28
Properties=species:S:1:pos:R:3:lowdin_charge:R:1
C -1.82 0.82 0.69 -0.138
C 2.64 0.85 -0.66 -0.091
C -2.13 -0.05 -0.21 -0.398
C 1.96 -0.10 -0.04 -0.039
C -3.04 1.34 1.42 -0.180
C 4.12 0.51 -0.36 -0.203
C -3.55 -0.47 -0.24 -0.165
C 2.65 -1.29 0.52 -0.168
C -4.18 0.50 0.82 -0.178
C 4.17 -0.90 0.23 -0.157
N -0.61 0.16 -2.41 -0.197
O -1.11 -2.14 -1.47 -0.404
S -0.76 -0.77 -1.17 0.810
H -0.76 1.19 0.95 0.138
H 2.26 1.53 -1.37 0.078
H -2.88 1.02 2.55 0.145
H -3.26 2.41 1.23 0.114
H 4.79 0.67 -1.26 0.121
H 4.51 1.15 0.41 0.088
H -3.87 -0.49 -1.32 0.130
H -3.56 -1.54 0.00 0.111
H 2.56 -1.52 1.48 0.044
H 2.31 -2.26 0.03 0.135
H -4.77 -0.20 1.58 0.143
H -4.98 1.10 0.33 0.106
H 4.54 -1.54 -0.54 0.092
H 4.85 -0.93 1.09 0.107
H -0.07 0.96 -2.26 -0.042
```


No. 2
Below is an isolated ion of composition C6H13O and charge -1 at a distorted geometry, with properties calculated with wB97M-V/def2-TZVPD.

Output
Relative energy (zero: lowest compared OMol25 entry of this formula, charge and spin) = 8.51 kcal/mol
HOMO level = -2.049 eV
SMILES = CCCCCC[O-]
LUMO energy = 3.72 eV
Kohn-Sham gap = 5.77 eV
Net charge = -1

XYZ file:
```
20
Properties=species:S:1:pos:R:3:lowdin_charge:R:1
C -0.32 -2.30 1.45 -0.117
C -0.46 -0.90 2.06 -0.292
C -1.29 0.12 1.25 -0.237
C -0.86 0.29 -0.22 -0.225
C 0.66 0.40 -0.46 -0.221
C 1.08 1.45 -1.53 -0.599
O 1.17 1.00 -2.78 -0.362
H 0.30 -2.86 2.15 0.058
H -1.30 -2.73 1.24 0.072
H 0.25 -2.23 0.52 0.062
H -0.97 -1.03 3.03 0.090
H 0.50 -0.44 2.26 0.088
H -1.30 1.04 1.84 0.098
H -2.32 -0.26 1.21 0.092
H -1.27 1.22 -0.59 0.088
H -1.30 -0.52 -0.80 0.100
H 1.15 0.72 0.47 0.086
H 1.07 -0.54 -0.81 0.086
H 0.36 2.32 -1.44 0.069
H 2.04 1.90 -1.12 0.064
```


No. 3
Below is a 2-piece molecular cluster, C9H14 overall at a distorted geometry, with properties calculated with wB97M-V/def2-TZVPD.

Output
Relative energy (zero: lowest compared OMol25 entry of this formula, charge and spin) = 23.61 kcal/mol
HOMO level (alpha / beta) = -14.798 / -14.808 eV
LUMO energy (alpha / beta) = -4.30 / -8.24 eV
Kohn-Sham gap (alpha / beta) = 10.50 / 6.57 eV
2S+1 = 2
Net charge = +1

XYZ file:
```
23
Properties=species:S:1:pos:R:3:lowdin_charge:R:1
C -1.14 0.63 -1.60 0.003
C -0.76 2.07 1.85 0.015
C -1.19 1.90 0.57 0.023
C -0.16 0.91 2.53 0.069
C -0.80 0.73 -0.16 -0.152
C 0.12 -0.24 1.77 -0.009
C -0.09 -0.31 0.42 0.023
H -0.82 2.98 2.44 0.130
H -1.71 2.69 0.04 0.137
H 0.18 0.92 3.58 0.147
H 0.58 -1.08 2.39 0.159
H -2.17 0.26 -1.79 0.140
H -0.56 -0.14 -2.18 0.071
H 0.31 -1.11 -0.16 0.079
H -1.04 1.57 -2.15 0.108
C 1.00 -1.99 -2.26 -0.170
C 2.29 -2.49 -1.53 -0.125
H 1.12 -1.14 -2.93 0.069
H 0.86 -2.86 -2.94 0.084
H 0.16 -1.78 -1.63 0.008
H 2.15 -3.55 -1.68 0.061
H 2.25 -2.26 -0.47 0.043
H 3.22 -2.09 -2.00 0.089
```


No. 4
Below is a 4-piece molecular cluster, C23H56BFNO8P overall at a distorted geometry, with properties calculated with wB97M-V/def2-TZVPD.

Output
HOMO level = -8.402 eV
SMILES = COCCCCCCCCCCP(F)B(N)O.COCCOC.COCCOC.COCCOC
LUMO energy = 0.38 eV
Kohn-Sham gap = 8.78 eV

XYZ file:
```
91
Properties=species:S:1:pos:R:3:lowdin_charge:R:1
C 7.44 -3.02 2.22 -0.104
O 6.75 -3.63 1.16 -0.182
C 6.07 -2.71 0.33 -0.223
C 4.81 -2.12 0.94 -0.175
C 3.58 -3.01 0.77 -0.209
C 3.57 -4.19 1.73 -0.195
C 2.21 -4.89 1.76 -0.221
C 1.84 -5.57 0.46 -0.203
C 0.49 -6.31 0.48 -0.192
C -0.69 -5.52 1.08 -0.226
C -1.59 -4.82 0.04 -0.246
C -1.12 -3.46 -0.49 -0.338
P -0.50 -2.30 0.79 0.982
F 0.30 -1.21 -0.08 -0.313
B -1.95 -1.30 1.53 -0.729
N -1.77 0.10 1.93 0.109
O -3.17 -1.92 1.77 0.068
H 7.88 -3.81 2.82 0.089
H 6.80 -2.43 2.87 0.065
H 8.26 -2.38 1.87 0.090
H 5.77 -3.27 -0.55 0.121
H 6.74 -1.92 -0.02 0.118
H 4.92 -1.88 1.99 0.075
H 4.60 -1.18 0.43 0.116
H 2.70 -2.40 0.95 0.083
H 3.55 -3.34 -0.26 0.106
H 4.35 -4.89 1.45 0.115
H 3.77 -3.84 2.74 0.097
H 1.48 -4.13 2.02 0.053
H 2.21 -5.65 2.54 0.120
H 2.61 -6.32 0.27 0.113
H 1.87 -4.90 -0.40 0.099
H 0.22 -6.54 -0.55 0.101
H 0.58 -7.27 0.96 0.103
H -1.33 -6.23 1.59 0.104
H -0.36 -4.84 1.84 0.059
H -1.62 -5.47 -0.82 0.100
H -2.60 -4.78 0.42 0.101
H -1.96 -3.00 -0.99 0.077
H -0.33 -3.57 -1.23 0.079
H -1.14 0.18 2.73 0.068
H -1.30 0.62 1.19 0.061
H -3.18 -2.37 2.63 0.110
C -2.52 4.53 -0.22 -0.112
O -2.43 3.12 -0.28 -0.196
C -3.66 2.46 -0.01 -0.202
C -4.36 2.03 -1.28 -0.204
O -4.77 3.14 -2.07 -0.191
C -3.89 3.42 -3.15 -0.104
H -1.62 4.94 -0.68 0.088
H -3.39 4.90 -0.75 0.083
H -2.56 4.87 0.83 0.088
H -4.32 3.10 0.58 0.129
H -3.43 1.57 0.58 0.100
H -5.26 1.48 -1.02 0.126
H -3.71 1.36 -1.86 0.125
H -4.04 2.70 -3.96 0.089
H -2.84 3.39 -2.84 0.084
H -4.12 4.42 -3.52 0.076
C -4.86 6.94 -8.09 -0.112
O -6.21 6.92 -7.66 -0.190
C -6.54 5.78 -6.90 -0.205
C -6.54 6.06 -5.41 -0.201
O -5.25 6.38 -4.93 -0.206
C -5.04 7.78 -4.77 -0.107
H -4.63 7.95 -8.42 0.089
H -4.17 6.67 -7.28 0.083
H -4.71 6.25 -8.93 0.088
H -5.86 4.95 -7.12 0.126
H -7.55 5.47 -7.20 0.126
H -6.87 5.16 -4.88 0.126
H -7.25 6.86 -5.18 0.127
H -5.54 8.13 -3.86 0.089
H -5.40 8.34 -5.63 0.084
H -3.97 7.94 -4.67 0.089
C 4.69 1.36 5.28 -0.110
O 5.41 0.29 4.70 -0.191
C 5.38 -0.90 5.47 -0.202
C 4.36 -1.89 4.95 -0.204
O 3.03 -1.40 5.07 -0.178
C 2.52 -0.86 3.87 -0.097
H 4.55 2.12 4.51 0.089
H 3.71 1.05 5.64 0.084
H 5.26 1.80 6.10 0.089
H 5.18 -0.67 6.52 0.127
H 6.37 -1.35 5.41 0.123
H 4.42 -2.80 5.54 0.131
H 4.58 -2.14 3.91 0.082
H 2.24 -1.67 3.18 0.073
H 3.24 -0.20 3.38 0.088
H 1.62 -0.29 4.11 0.086
```


No. 5
Below is C27H34N5S3SiTc as an isolated structure, with properties calculated with wB97M-V/def2-TZVPD.

Output
Relative energy (zero: lowest compared OMol25 entry of this formula, charge and spin) = 2.21 kcal/mol
HOMO level (alpha / beta) = -10.432 / -10.562 eV
LUMO energy (alpha / beta) = -4.73 / -4.19 eV
Kohn-Sham gap (alpha / beta) = 5.70 / 6.37 eV
2S+1 = 2
Net charge = +1

XYZ file:
```
71
Properties=species:S:1:pos:R:3:lowdin_charge:R:1
Tc -0.46 -0.39 1.53 0.846
C -3.64 -0.58 1.64 -0.070
N -2.51 -0.13 0.76 -0.298
C -2.55 -0.90 -0.51 -0.176
C -2.03 -2.31 -0.26 -0.138
N -0.62 -2.29 0.25 -0.247
C 0.31 -2.21 -0.90 -0.080
C -0.38 -3.51 1.04 -0.303
C -0.01 -4.71 0.45 -0.018
C 0.16 -5.85 1.23 -0.062
C -0.05 -5.78 2.60 -0.065
C -0.43 -4.59 3.19 -0.099
C -0.60 -3.44 2.41 -0.604
S -1.13 -1.94 3.16 0.665
C -2.68 1.32 0.62 -0.356
C -3.39 1.92 -0.40 -0.020
C -3.55 3.30 -0.39 -0.052
C -3.03 4.06 0.64 -0.064
C -2.33 3.45 1.68 -0.083
C -2.14 2.08 1.66 -0.577
S -1.12 1.25 2.86 0.674
H -4.58 -0.34 1.14 0.111
H -3.58 -0.06 2.58 0.079
H -3.57 -1.64 1.84 0.057
H -1.95 -0.38 -1.25 0.091
H -3.58 -0.97 -0.89 0.135
H -2.08 -2.89 -1.18 0.142
H -2.64 -2.81 0.48 0.120
H 0.22 -3.09 -1.54 0.086
H 1.33 -2.09 -0.55 0.076
H 0.05 -1.33 -1.50 0.057
H 0.14 -4.79 -0.61 0.109
H 0.46 -6.78 0.77 0.112
H 0.09 -6.66 3.22 0.114
H -0.60 -4.53 4.26 0.109
H -3.81 1.33 -1.20 0.120
H -4.09 3.77 -1.20 0.114
H -3.16 5.13 0.65 0.115
H -1.91 4.04 2.48 0.114
C 0.48 4.28 -1.38 -0.173
Si 0.98 3.03 -2.68 0.507
C -0.54 2.18 -3.40 -0.177
C 1.89 3.91 -4.06 -0.184
C 2.17 1.73 -1.97 -0.242
C 3.46 1.61 -2.49 -0.068
C 4.33 0.64 -2.02 -0.048
C 3.88 -0.22 -1.04 -0.129
N 2.66 -0.14 -0.51 0.031
C 1.85 0.81 -0.95 -0.639
S 0.23 0.98 -0.25 0.729
H -0.03 5.12 -1.87 0.039
H 1.35 4.68 -0.87 0.040
H -0.19 3.86 -0.64 -0.007
H -1.09 2.89 -4.03 0.037
H -1.21 1.84 -2.61 -0.014
H -0.26 1.33 -4.02 0.037
H 1.22 4.65 -4.50 0.038
H 2.19 3.23 -4.86 0.039
H 2.77 4.44 -3.70 0.039
H 3.79 2.28 -3.28 0.097
H 5.33 0.54 -2.42 0.109
H 4.52 -1.01 -0.65 0.109
N 2.18 -1.77 2.32 0.033
C 3.44 -1.59 2.73 -0.060
C 3.63 -0.23 2.88 -0.035
C 2.41 0.34 2.54 -0.142
N 1.53 -0.60 2.21 -0.179
H 1.68 -2.64 2.19 0.131
H 4.10 -2.42 2.89 0.129
H 4.53 0.27 3.19 0.108
H 2.12 1.38 2.50 0.112
```


No. 6
Below is C15H22N5Pd as an isolated structure at a distorted geometry, with properties calculated with wB97M-V/def2-TZVPD.

Output
Relative energy (zero: lowest compared OMol25 entry of this formula, charge and spin) = 24.72 kcal/mol
HOMO level (alpha / beta) = -10.006 / -11.627 eV
LUMO energy (alpha / beta) = -1.91 / -6.07 eV
Kohn-Sham gap (alpha / beta) = 8.10 / 5.56 eV
2S+1 = 5
Net charge = +1

XYZ file:
```
43
Properties=species:S:1:pos:R:3:lowdin_charge:R:1
C -0.53 1.02 -2.54 -0.502
C -0.07 2.46 -2.60 -0.093
C 0.16 0.17 -3.60 -0.079
C -2.03 0.99 -2.72 -0.104
H -0.36 0.21 -4.57 0.112
H 0.18 -0.87 -3.26 0.061
H 1.20 0.48 -3.75 0.067
H -0.17 2.88 -3.62 0.108
H 0.96 2.59 -2.31 0.039
H -0.68 3.08 -1.94 0.092
H -2.38 1.68 -3.51 0.105
H -2.52 1.29 -1.80 0.073
H -2.39 0.00 -2.99 0.072
C 2.14 -0.31 0.77 -0.097
C 2.34 -0.53 -0.63 -0.133
C 2.25 0.74 -1.29 -0.140
H 2.63 -1.47 -1.08 0.111
C 1.95 1.72 -0.27 -0.104
C 1.94 1.07 0.97 -0.093
H 1.84 1.62 1.91 0.101
H 2.29 -1.08 1.50 0.107
H 2.49 0.93 -2.33 0.110
H 1.88 2.78 -0.39 0.112
C -1.68 -1.15 0.96 -0.093
C -0.52 -1.92 0.94 -0.092
C -0.23 -2.27 -0.42 -0.122
H 0.01 -2.37 1.77 0.111
C -1.26 -1.70 -1.24 -0.155
C -2.12 -0.95 -0.36 -0.107
H -3.04 -0.45 -0.63 0.104
H -2.23 -0.78 1.83 0.093
H 0.57 -2.92 -0.75 0.112
H -1.39 -1.87 -2.32 0.118
Pd 0.16 -0.03 -0.82 0.893
N -1.31 -1.25 5.67 0.139
N -0.53 -0.69 4.70 -0.253
N 0.79 -0.38 5.03 0.145
C 1.21 0.06 3.83 -0.204
N 0.26 -0.02 2.86 -0.004
N -0.86 -0.50 3.46 0.049
H -2.22 -1.50 5.29 0.128
H -0.93 -1.17 6.58 0.103
H 2.21 0.40 3.63 0.109
```